1.
{"formula": "C4H7N3", "method": "ωB97M-V/def2-TZVPD", "species": ["C", "C", "C", "C", "N", "N", "N", "H", "H", "H", "H", "H", "H", "H"], "positions_angstrom": [[1.00468, -1.74262, 0.03802], [-0.59599, -0.12010, 0.24353], [1.32250, 0.46512, -0.16312], [-1.81384, 0.54234, -0.25251], [1.84224, -0.71014, -0.12855], [-0.33010, -1.37097, 0.07759], [1.70505, 1.75154, 0.09786], [1.09695, -2.79311, -0.18198], [-2.70370, -0.26099, -0.11562], [-2.21256, 1.29491, 0.43819], [-1.78377, 0.93581, -1.36173], [-1.00039, -2.10875, 0.26440], [2.44399, 1.67252, 0.74358], [1.02492, 2.44445, 0.30032]], "mulliken_charge": [-0.217, -0.090, 0.455, -0.884, -0.590, -0.061, -0.495, 0.335, 0.254, 0.303, 0.231, 0.275, 0.233, 0.251], "e_above_lowest_kcal_mol": 91.2, "lumo_ev": 0.83, "orbital_gap_ev": 7.486, "homo_energy_ev": -6.6556}


2.
{"formula": "C4H7N3", "method": "ωB97M-V/def2-TZVPD", "species": ["C", "C", "N", "C", "N", "C", "N", "H", "H", "H", "H", "H", "H", "H"], "positions_angstrom": [[-2.30621, 0.15076, -0.13250], [-0.92351, -0.45600, 0.02679], [0.04124, 0.62616, 0.05741], [1.34335, 0.63914, 0.12196], [2.09220, -0.51103, 0.07906], [3.32865, 0.05342, 0.06812], [4.31336, 0.66445, 0.07067], [-2.36875, 0.71529, -1.06946], [-2.51541, 0.83956, 0.69484], [-3.07534, -0.62213, -0.13695], [-0.68317, -1.12413, -0.80824], [-0.84273, -1.02529, 0.96035], [-0.32134, 1.56502, 0.13934], [1.91767, -1.51522, -0.07139]], "mulliken_charge": [-1.362, -0.231, -0.003, -0.552, -0.022, 0.402, -0.435, 0.360, 0.363, 0.367, 0.302, 0.281, 0.257, 0.273], "e_above_lowest_kcal_mol": 58.4, "lumo_ev": 0.55, "orbital_gap_ev": 9.129, "homo_energy_ev": -8.5790}


3.
{"formula": "C4H7N3", "method": "ωB97M-V/def2-TZVPD", "species": ["C", "C", "N", "C", "N", "C", "N", "H", "H", "H", "H", "H", "H", "H"], "positions_angstrom": [[1.12530, -1.31726, 0.76227], [0.97442, 0.20097, 0.67686], [-0.41460, 0.55522, 0.37677], [-0.79105, 0.82086, -0.92789], [-0.27816, 1.76018, -1.61533], [-1.75924, -0.13220, -1.48461], [-2.42411, -0.95142, -1.96157], [0.89134, -1.78861, -0.19939], [0.43571, -1.72674, 1.51132], [2.13849, -1.60945, 1.05429], [1.59876, 0.62291, -0.11464], [1.27741, 0.67506, 1.61626], [-1.07388, -0.03116, 0.87197], [-0.66037, 1.76906, -2.55950]], "mulliken_charge": [-1.053, -0.442, -0.303, 0.608, -0.642, 0.143, -0.392, 0.304, 0.317, 0.342, 0.346, 0.253, 0.264, 0.253], "smiles": "[H]/N=C(\\C#N)NCC", "e_above_lowest_kcal_mol": 17.8, "lumo_ev": 0.47, "orbital_gap_ev": 10.277, "homo_energy_ev": -9.8031}


4.
{"formula": "C4H7N3", "method": "ωB97M-V/def2-TZVPD", "species": ["C", "N", "C", "N", "N", "C", "C", "H", "H", "H", "H", "H", "H", "H"], "positions_angstrom": [[-0.64260, 2.05008, 0.60175], [0.43237, 1.41370, -0.14812], [0.43437, 0.02056, -0.24733], [0.80926, -0.54153, -1.38406], [0.57615, -1.86237, -1.20196], [0.13701, -2.14017, 0.05387], [0.04782, -0.94514, 0.72818], [-1.45871, 1.35507, 0.81331], [-0.30963, 2.50170, 1.53793], [-1.04810, 2.86893, 0.00425], [0.41831, 1.76807, -1.09046], [1.07295, -2.51245, -1.79138], [-0.17734, -3.13809, 0.32130], [-0.22866, -0.75539, 1.75862]], "mulliken_charge": [-0.802, -0.289, 0.488, -0.834, 0.213, -0.664, -0.314, 0.301, 0.238, 0.308, 0.306, 0.249, 0.409, 0.389], "smiles": "CNc1cc[nH]n1", "e_above_lowest_kcal_mol": 14.8, "lumo_ev": 1.10, "orbital_gap_ev": 9.252, "homo_energy_ev": -8.1522}


5.
{"formula": "C4H7N3", "method": "ωB97M-V/def2-TZVPD", "species": ["C", "C", "N", "C", "N", "C", "N", "H", "H", "H", "H", "H", "H", "H"], "positions_angstrom": [[-0.90043, 1.16167, -0.43246], [-1.05847, -0.96562, 0.36696], [0.09933, -0.99108, 1.02331], [1.19369, -0.44691, 0.29218], [2.38749, -0.69844, 0.60035], [0.63454, 0.34926, -0.89370], [1.09539, 0.41613, -2.00057], [-1.80015, 0.93210, -1.01219], [-0.51453, 2.09606, -0.84565], [-1.16435, 1.39607, 0.60597], [-1.08348, -1.35556, -0.64324], [-1.97878, -0.93955, 0.94125], [0.09299, -0.79194, 2.01755], [2.99674, -0.16217, -0.01976]], "mulliken_charge": [-0.977, -0.697, -0.098, 0.441, -0.673, 0.216, -0.623, 0.308, 0.366, 0.344, 0.427, 0.373, 0.301, 0.290], "e_above_lowest_kcal_mol": 111.9, "lumo_ev": [-0.36, -0.96], "orbital_gap_ev": [7.949, 6.239], "homo_energy_ev": [-8.3117, -7.1985]}


6.
{"formula": "C4H7N3", "method": "ωB97M-V/def2-TZVPD", "species": ["C", "N", "C", "N", "N", "C", "C", "H", "H", "H", "H", "H", "H", "H"], "positions_angstrom": [[2.30345, 0.03673, 0.19836], [1.11036, -0.31373, -0.55474], [-0.06199, -0.33340, 0.12372], [-1.65324, 1.55949, -1.25659], [-2.20952, 0.63071, -0.70624], [-1.50614, -0.51596, -0.04960], [-0.76769, -0.33076, 1.22263], [2.43087, -0.68366, 1.01177], [3.17481, -0.03314, -0.45719], [2.25626, 1.04644, 0.62869], [1.01877, 0.13641, -1.45600], [-3.24994, 0.54467, -0.66190], [-1.98874, -1.45845, -0.33795], [-0.85727, -0.28535, 2.29504]], "mulliken_charge": [-0.855, -0.268, 0.258, -0.671, 0.266, -0.521, -0.409, 0.277, 0.328, 0.302, 0.305, 0.276, 0.327, 0.385], "e_above_lowest_kcal_mol": 105.0, "lumo_ev": 1.08, "orbital_gap_ev": 8.735, "homo_energy_ev": -7.6514}


7.
{"formula": "C4H7N3", "method": "ωB97M-V/def2-TZVPD", "species": ["C", "C", "C", "C", "N", "N", "N", "H", "H", "H", "H", "H", "H", "H"], "positions_angstrom": [[1.02368, -0.01818, -0.34246], [-1.67500, 1.02193, 0.75516], [-0.25444, -2.04278, -1.08396], [0.43235, -0.71299, -1.47448], [1.26846, 0.69469, 0.52998], [-1.07336, 1.69696, 1.52619], [-0.16031, 2.19562, 2.41262], [-0.80155, -2.25134, -2.04399], [-0.80033, -1.76077, -0.22214], [0.43638, -2.88800, -0.81665], [-0.14548, 0.05842, -1.77649], [1.33172, -1.02950, -2.19317], [0.75256, 1.83674, 2.30564], [-0.33470, 3.19919, 2.42374]], "mulliken_charge": [0.254, -0.273, -0.853, -0.358, -0.558, 0.180, -0.462, 0.247, 0.328, 0.289, 0.329, 0.283, 0.344, 0.250], "e_above_lowest_kcal_mol": 79.1, "lumo_ev": 0.92, "orbital_gap_ev": 10.570, "homo_energy_ev": -9.6541}


8.
{"formula": "C4H7N3", "method": "ωB97M-V/def2-TZVPD", "species": ["C", "C", "C", "C", "H", "H", "H", "H", "H", "H", "H", "N", "N", "N"], "positions_angstrom": [[-0.19201, 1.15006, -0.00598], [1.13584, 1.10793, -0.00453], [1.87506, -0.20875, 0.00313], [-0.24776, -1.23690, -0.00652], [-2.69885, -0.41980, 0.83573], [-2.71235, -0.41181, -0.81854], [-0.79681, 2.05303, 0.00381], [1.70186, 2.03389, 0.00216], [2.54075, -0.28619, -0.86677], [2.54016, -0.27597, 0.87541], [-0.89912, -2.11592, -0.01324], [-2.32417, 0.03690, 0.00526], [-0.93287, -0.03485, -0.01009], [1.01027, -1.39162, 0.00019]], "mulliken_charge": [-0.070, -0.535, -0.376, 0.088, 0.248, 0.248, 0.358, 0.350, 0.260, 0.261, 0.407, -0.901, 0.290, -0.627], "smiles": "NN1C=CCN=C1", "e_above_lowest_kcal_mol": 37.3, "lumo_ev": 0.90, "orbital_gap_ev": 8.743, "homo_energy_ev": -7.8429}


9.
{"formula": "C4H7N3", "method": "ωB97M-V/def2-TZVPD", "species": ["C", "C", "N", "C", "N", "C", "N", "H", "H", "H", "H", "H", "H", "H"], "positions_angstrom": [[0.41529, -1.96979, 0.74986], [-0.05006, -0.83655, 1.51935], [-0.74083, 0.07372, -0.60164], [-0.17411, 1.26449, -0.75536], [0.60712, 1.76578, 0.14741], [-0.40996, 1.97701, -2.01918], [-0.59699, 2.56919, -3.04237], [1.10369, -1.26530, 0.08161], [-0.37730, -2.40878, 0.12672], [0.89828, -2.70448, 1.46753], [0.71538, -0.53049, 2.23141], [-1.02405, -0.41562, 1.66794], [-1.44606, -0.08522, -1.31762], [1.07960, 2.56604, -0.25567]], "mulliken_charge": [-0.652, -0.183, -0.643, 0.816, -0.705, 0.006, -0.427, 0.253, 0.257, 0.336, 0.254, 0.341, 0.138, 0.210], "e_above_lowest_kcal_mol": 112.1, "lumo_ev": [-1.71, -1.71], "orbital_gap_ev": [6.735, 6.728], "homo_energy_ev": [-8.4410, -8.4378]}


10.
{"formula": "C4H7N3", "method": "ωB97M-V/def2-TZVPD", "species": ["C", "C", "C", "C", "N", "N", "N", "H", "H", "H", "H", "H", "H", "H"], "positions_angstrom": [[-2.02552, 0.69069, 0.29727], [-1.05131, -0.21964, -0.45855], [0.38280, -0.11893, -0.02078], [1.52132, -0.47979, -0.70023], [2.50586, -0.32709, 0.21474], [2.02983, 0.10499, 1.38288], [0.74785, 0.23367, 1.24520], [-3.02680, 0.24854, 0.30488], [-1.70667, 0.82825, 1.33323], [-2.10204, 1.67899, -0.16603], [-1.35503, -1.26365, -0.31291], [-1.11375, -0.03429, -1.53772], [1.70141, -0.82628, -1.70760], [3.49205, -0.51545, 0.12563]], "mulliken_charge": [-1.044, -0.300, 0.202, -0.290, 0.252, -0.768, -0.074, 0.310, 0.335, 0.264, 0.215, 0.279, 0.406, 0.213], "smiles": "CCc1c[nH]nn1", "e_above_lowest_kcal_mol": 17.3, "lumo_ev": 0.87, "orbital_gap_ev": 10.314, "homo_energy_ev": -9.4416}


11.
{"formula": "C4H7N3", "method": "ωB97M-V/def2-TZVPD", "species": ["C", "C", "N", "C", "N", "C", "N", "H", "H", "H", "H", "H", "H", "H"], "positions_angstrom": [[0.48197, 0.79914, 1.84975], [-0.13888, 0.86004, 0.46195], [0.61904, 0.10440, -0.52307], [0.03884, -0.79855, -1.36474], [0.59409, -1.22877, -2.42961], [-1.27799, -1.26946, -0.91638], [-2.31333, -1.66153, -0.57881], [1.45532, 1.29803, 1.87871], [0.61653, -0.24344, 2.16107], [-0.17994, 1.29480, 2.56698], [-0.28200, 1.89253, 0.11435], [-1.13780, 0.41716, 0.50978], [1.51185, 0.46290, -0.84474], [0.01230, -1.92724, -2.88525]], "mulliken_charge": [-1.091, -0.405, -0.203, 0.595, -0.711, 0.190, -0.402, 0.301, 0.298, 0.343, 0.263, 0.301, 0.270, 0.251], "smiles": "[H]/N=C(\\C#N)NCC", "e_above_lowest_kcal_mol": 12.0, "lumo_ev": 0.78, "orbital_gap_ev": 10.370, "homo_energy_ev": -9.5898}


12.
{"formula": "C4H7N3", "method": "ωB97M-V/def2-TZVPD", "species": ["C", "N", "C", "N", "C", "C", "N", "H", "H", "H", "H", "H", "H", "H"], "positions_angstrom": [[-1.02669, 1.22344, -1.50423], [0.30468, -1.07046, 1.04450], [-0.04636, 0.51354, -0.62509], [0.33145, -1.26054, 2.41790], [1.25468, -0.61674, -1.03476], [-0.36423, -0.01521, 0.64013], [1.39241, 0.60611, -1.08093], [0.63503, -0.45516, 2.95956], [0.87804, -2.07873, 2.64471], [1.66158, -1.49788, -1.50792], [-1.15840, 0.42640, 1.24263], [-1.83472, 1.64375, -0.90308], [-1.47699, 0.54652, -2.23486], [-0.55048, 2.03494, -2.05857]], "mulliken_charge": [-1.241, -0.083, 0.757, -0.595, -0.055, -0.446, -0.505, 0.223, 0.254, 0.349, 0.403, 0.354, 0.250, 0.334], "smiles": "C[C@@]1(/C=N/N)C=N1", "e_above_lowest_kcal_mol": 107.9, "lumo_ev": 0.92, "orbital_gap_ev": 8.644, "homo_energy_ev": -7.7259}


13.
{"formula": "C4H7N3", "method": "ωB97M-V/def2-TZVPD", "species": ["N", "C", "C", "C", "N", "C", "N", "H", "H", "H", "H", "H", "H", "H"], "positions_angstrom": [[-2.52117, -0.32433, -0.14278], [-1.12516, -0.10563, -0.07994], [0.00072, -0.97724, -0.03279], [1.11208, -0.05498, 0.19453], [2.39083, -0.56495, 0.43928], [0.68136, 1.23772, 0.11142], [-0.69996, 1.16787, -0.02778], [-2.71775, -1.23995, -0.53541], [-2.93971, -0.31270, 0.78931], [0.49194, -1.03800, -1.04383], [3.10022, -0.36560, -0.25129], [2.33850, -1.56112, 0.62471], [1.20104, 2.18002, 0.10458], [-1.31294, 1.95889, -0.15001]], "mulliken_charge": [-0.596, 0.328, -0.788, 0.661, -0.579, -0.830, 0.007, 0.281, 0.271, 0.090, 0.236, 0.282, 0.411, 0.227], "smiles": "Nc1c[nH]c(N)c1", "e_above_lowest_kcal_mol": 53.5, "lumo_ev": 0.98, "orbital_gap_ev": 8.621, "homo_energy_ev": -7.6405}


14.
{"formula": "C4H7N3", "method": "ωB97M-V/def2-TZVPD", "species": ["C", "C", "C", "C", "N", "N", "N", "H", "H", "H", "H", "H", "H", "H"], "positions_angstrom": [[-2.06757, -1.19251, 2.39528], [-1.27855, -1.21129, 0.09864], [0.29399, 0.63595, -0.11189], [1.44366, 1.22677, -0.84037], [-1.40731, -0.91325, 1.36299], [-2.58898, -0.98234, 3.48205], [-0.38353, -0.43653, -0.55377], [-1.77864, -2.02367, -0.49061], [-0.03292, 1.02314, 0.84258], [1.47503, 2.25289, -0.67424], [1.62287, 0.97254, -1.91094], [2.32182, 0.99915, -0.11883], [-2.99513, -1.47202, 4.21222], [-0.20208, -0.80472, -1.51688]], "mulliken_charge": [0.382, 0.089, 0.243, -0.996, -0.217, -0.110, -0.013, 0.402, 0.428, 0.381, 0.361, 0.359, 0.343, 0.347], "smiles": "C/C=[NH+]/C=N/C#[NH+]", "e_above_lowest_kcal_mol": 0.0, "charge": 2, "lumo_ev": -11.61, "orbital_gap_ev": 9.060, "homo_energy_ev": -20.6675}


15.
{"formula": "C4H7N3", "method": "ωB97M-V/def2-TZVPD", "species": ["C", "C", "C", "C", "N", "N", "N", "H", "H", "H", "H", "H", "H", "H"], "positions_angstrom": [[0.20214, 1.05452, -2.03616], [0.23875, 0.56643, 0.29746], [-0.83357, -0.82395, 1.85722], [0.24637, 0.01810, 1.46076], [0.56414, -0.09643, -2.29113], [0.61042, -1.15394, -1.81794], [0.04249, 1.33040, -0.68213], [0.19506, 1.94485, -2.66116], [-0.37513, -1.70057, 2.19646], [-1.67622, -1.02142, 1.08335], [-1.35295, -0.64475, 2.78456], [1.33284, -1.89021, -1.74559], [1.01060, 0.10114, 2.18068], [-0.20494, 2.31584, -0.62637]], "mulliken_charge": [0.073, 0.312, -1.106, 0.017, 0.590, -0.397, -0.069, 0.394, 0.379, 0.320, 0.402, 0.368, 0.410, 0.307], "e_above_lowest_kcal_mol": 89.1, "charge": 2, "lumo_ev": [-12.04, -12.04], "orbital_gap_ev": [8.310, 8.311], "homo_energy_ev": [-20.3486, -20.3488]}


16.
{"formula": "C4H7N3O", "method": "ωB97M-V/def2-TZVPD", "species": ["C", "C", "C", "C", "H", "H", "H", "H", "H", "H", "H", "N", "N", "N", "O"], "positions_angstrom": [[1.91588, 0.32814, 0.08278], [0.30106, 0.30442, -0.10830], [-0.48182, 1.42872, -0.11217], [-1.79464, 0.96853, -0.01786], [1.41742, -1.40161, -0.84584], [1.65327, -1.56326, 0.81232], [2.23765, 0.98701, -0.83019], [2.26342, 0.65889, 1.29502], [0.01227, 2.35270, 0.03474], [-2.72493, 1.35768, 0.43726], [-2.74609, -1.70056, -0.64992], [2.16247, -1.24088, -0.07600], [-1.50650, -0.39303, -0.15274], [-0.25555, -0.78964, -0.03776], [-2.45390, -1.29712, 0.16866]], "mulliken_charge": [-0.514, 0.731, -0.861, -0.425, 0.398, 0.326, 0.301, 0.253, 0.408, 0.349, 0.358, -0.729, 0.345, -0.490, -0.452], "e_above_lowest_kcal_mol": 132.0, "lumo_ev": 0.74, "orbital_gap_ev": 9.895, "homo_energy_ev": -9.1540}